# 1
C8H12Br12FN4 | wB97M-V/def2-TZVPD

For the HOMO energy, the calculation gives -11.718 eV. The calculated total energy comes out at -857665.43086 eV. Its total charge is +1. For the LUMO energy, the calculation gives -0.1469 Eh. The HOMO-LUMO gap is 7.72 eV. The molecular weight is 1142.06 g mol⁻¹.

Last column: Löwdin charge in e.
Positions of all 37 atoms, in Å:
Br (2.308, 0.275, 0.456)  0.5117
Br (1.408, 2.321, -5.353)  0.6065
Br (-1.035, 3.476, 3.384)  0.5874
Br (4.272, 2.911, 5.386)  0.5281
Br (0.159, 0.168, -3.306)  0.7124
Br (1.386, 3.273, 1.267)  0.5179
Br (2.221, 2.401, -2.236)  0.5633
Br (7.362, 3.765, 5.708)  0.5753
Br (6.451, 1.915, 3.231)  0.5376
Br (3.121, 0.356, 3.573)  0.5337
Br (1.059, -1.878, 2.503)  0.5908
Br (-1.335, 1.622, 0.765)  0.5242
F (0.545, -3.611, -0.854)  -0.1250
N (-5.749, -2.111, -1.735)  0.0089
N (-2.152, -1.139, -1.572)  0.0051
N (-4.265, -0.367, -2.713)  0.0999
N (-4.468, -2.341, -1.206)  0.0611
C (-1.503, -2.165, -0.659)  -0.1413
C (-3.525, -1.305, -1.785)  -0.1733
C (6.124, 2.399, 5.087)  -1.5921
C (-5.680, -0.922, -2.691)  0.0540
C (0.095, -2.220, -1.092)  -0.1771
C (1.697, 1.279, -3.736)  -1.5340
C (2.597, -0.767, 2.073)  -1.5200
C (-0.542, 3.231, 1.518)  -1.5590
H (-4.226, -3.092, -0.519)  0.1743
H (0.697, -1.396, -0.520)  0.0096
H (0.105, -2.066, -2.275)  0.0537
H (2.534, 0.602, -3.937)  -0.0092
H (-0.955, 4.080, 0.964)  -0.0171
H (-1.683, -1.989, 0.483)  0.1276
H (-6.596, -0.494, -3.323)  0.1678
H (-1.977, -3.217, -0.954)  0.1409
H (-1.639, -0.339, -2.041)  0.0107
H (3.434, -1.443, 1.873)  -0.0123
H (-6.552, -2.716, -1.451)  0.1765
H (6.309, 1.503, 5.688)  -0.0183


# 2
C8H12BrN2Se2Te2Ti | wB97M-V/def2-TZVPD

For the HOMO energy, the calculation gives -3.448 eV. The calculated total energy comes out at -249912.08292 eV. Its total charge is -1. For the LUMO energy, the calculation gives 0.0914 Eh. The energy relative to the best compared isomer or geometry (same formula, charge and spin) is 0.715 eV. The HOMO-LUMO gap is 5.93 eV. The molecular weight is 677.09 g mol⁻¹.

Last column: Löwdin charge in e.
Positions of all 28 atoms, in Å:
Te (2.732, -2.765, 0.278)  0.1878
Te (2.857, -1.937, -2.298)  0.1397
Br (2.481, 4.243, 1.759)  0.6517
Se (-0.578, -3.770, 0.919)  -0.0377
Se (0.590, -3.042, -2.651)  -0.1661
Ti (0.178, -2.013, -0.335)  -0.3106
N (-1.207, -0.670, -1.723)  -0.0757
N (-1.548, -0.864, 0.947)  -0.0946
C (1.819, 2.258, -0.187)  -0.1494
C (1.908, 2.519, 1.163)  -0.7092
C (-2.460, -0.162, -1.152)  -0.2303
C (1.596, 1.544, 2.096)  -0.1469
C (-2.190, 0.266, 0.287)  -0.2406
C (1.383, 0.997, -0.599)  -0.1918
C (1.042, -0.032, 0.286)  -0.3636
C (1.184, 0.297, 1.644)  -0.1834
H (-0.584, 0.093, -1.965)  0.0656
H (-3.120, 0.585, 0.768)  0.1089
H (-1.122, -0.598, 1.826)  0.0648
H (-1.492, 1.106, 0.299)  0.1114
H (1.365, 0.817, -1.671)  0.0465
H (-1.358, -1.203, -2.572)  0.0142
H (-3.175, -0.988, -1.147)  0.1171
H (1.691, 1.746, 3.156)  0.0915
H (-2.891, 0.657, -1.732)  0.1092
H (0.992, -0.464, 2.396)  0.0901
H (-2.180, -1.638, 1.121)  0.0101
H (2.087, 3.016, -0.912)  0.0915


# 3
C8H12Cl2EuGaN2O3S | wB97M-V/def2-TZVPD

For the HOMO energy (alpha / beta), the calculation gives -21.840 / -21.840 eV. The calculated total energy comes out at -125151.65003 eV. Its total charge is +4. The spin multiplicity is 7. For the LUMO energy (alpha / beta), the calculation gives -0.6559 / -0.6026 Eh. The HOMO-LUMO gap (alpha / beta) is 3.99 / 5.44 eV. The molecular weight is 508.85 g mol⁻¹. Its expectation value of S² is 12.3172.

Last column: Mulliken spin population.
Positions of all 30 atoms, in Å:
Eu (-4.644, 0.915, -2.273)  6.4278
Ga (-1.061, -0.678, -0.374)  -0.0019
Cl (-1.471, 0.208, -2.490)  -0.0031
Cl (-4.681, 2.227, -0.099)  -0.3895
S (-0.596, 1.145, 0.928)  0.0007
O (-7.233, -0.196, 0.119)  0.0020
O (-5.975, -2.356, -3.999)  0.0000
O (0.950, -2.686, -1.624)  0.0000
N (1.945, 1.095, -0.007)  0.0001
N (1.431, -0.446, 1.630)  -0.0001
C (-6.438, -0.053, -0.686)  -0.0253
C (1.034, 0.588, 0.856)  0.0002
C (1.460, 1.926, -1.092)  0.0000
C (0.482, -1.105, 2.512)  -0.0002
C (-5.522, -1.441, -3.459)  -0.0106
C (2.615, -1.259, 1.273)  0.0000
C (3.281, 1.455, 0.466)  0.0000
C (0.059, -2.161, -1.102)  -0.0001
H (0.870, 2.775, -0.725)  0.0001
H (1.035, -1.836, 3.113)  0.0000
H (-0.319, -1.666, 1.963)  -0.0001
H (4.023, 0.953, -0.156)  0.0000
H (3.424, 2.526, 0.343)  0.0000
H (0.831, 1.348, -1.776)  -0.0002
H (2.521, -2.227, 1.799)  0.0000
H (3.433, 1.203, 1.506)  0.0000
H (2.685, -1.439, 0.181)  0.0000
H (3.529, -0.750, 1.645)  0.0000
H (2.337, 2.295, -1.626)  0.0000
H (-0.003, -0.361, 3.154)  0.0000


# 4
C8H12ClN2O3S | wB97M-V/def2-TZVPD

For the HOMO energy (alpha / beta), the calculation gives -11.405 / -12.527 eV. The calculated total energy comes out at -40959.39675 eV. Its total charge is +1. For the LUMO energy (alpha / beta), the calculation gives -0.2053 / -0.1521 Eh. The energy relative to the best compared isomer or geometry (same formula, charge and spin) is 0.000 eV. The HOMO-LUMO gap (alpha / beta) is 5.82 / 8.39 eV. The molecular weight is 251.72 g mol⁻¹.

Last column: Löwdin charge in e.
Positions of all 27 atoms, in Å:
Cl (3.650, 1.289, 1.647)  0.7539
S (-1.911, -0.193, -0.687)  0.7401
O (-0.911, 0.318, 2.117)  0.1166
O (-2.706, -0.361, 0.492)  -0.2208
O (-1.828, -1.152, -1.749)  -0.2212
N (1.422, -0.590, 3.245)  0.2254
N (-0.266, -0.276, -0.036)  0.0601
C (3.443, -0.190, 0.949)  -0.5794
C (0.055, -0.090, 1.315)  -0.3064
C (1.199, -0.592, 1.853)  -0.1662
C (-1.966, 1.397, -1.295)  -0.3535
C (-2.906, 1.401, -2.471)  -0.1394
C (2.436, -2.306, 0.326)  0.0993
C (2.362, -1.072, 0.953)  -0.3503
C (-1.429, 1.530, -2.746)  -0.0809
H (-0.834, 0.664, -2.888)  0.0794
H (-1.229, 2.539, -3.218)  0.1464
H (-3.421, 2.428, -2.646)  0.1519
H (3.217, -2.599, -0.328)  0.0658
H (1.492, -2.871, 0.226)  0.0869
H (4.173, -0.377, 0.055)  0.1226
H (0.768, 0.032, 3.744)  0.1387
H (2.035, -1.248, 3.711)  0.1414
H (-3.567, 0.524, -2.814)  0.1493
H (0.324, -0.716, -0.673)  0.0928
H (-1.757, 0.273, 1.501)  0.0921
H (-1.844, 2.240, -0.585)  0.1553


# 5
C8H12ClO8V | wB97M-V/def2-TZVPD

For the HOMO energy (alpha / beta), the calculation gives -4.819 / -4.820 eV. The calculated total energy comes out at -63083.97245 eV. Its total charge is -1. The spin multiplicity is 4. For the LUMO energy (alpha / beta), the calculation gives 0.0891 / -0.0792 Eh. The energy relative to the best compared isomer or geometry (same formula, charge and spin) is 0.000 eV. The HOMO-LUMO gap (alpha / beta) is 7.24 / 2.67 eV. The molecular weight is 322.57 g mol⁻¹. Its expectation value of S² is 3.7745.

Last column: Mulliken spin population.
Positions of all 30 atoms, in Å:
V (-0.368, -0.070, -0.663)  2.0840
Cl (-2.635, -0.202, -1.800)  -0.0265
O (0.011, 1.899, -1.477)  0.1051
O (0.192, -4.033, 0.535)  0.0024
O (0.433, -1.387, -2.465)  -0.0177
O (1.662, -0.486, -1.009)  -0.0258
O (0.519, 0.828, 1.360)  -0.0107
O (-0.533, -1.963, 0.562)  0.0149
O (0.743, 3.552, -2.813)  0.8917
O (-1.447, 1.026, 0.854)  -0.0265
C (1.591, -1.135, -2.101)  -0.0019
C (0.244, 3.963, -0.500)  0.0232
C (-0.595, 1.162, 1.702)  -0.0007
C (0.337, 3.103, -1.690)  -0.0298
C (2.772, -1.777, -2.735)  -0.0019
C (-1.829, -3.663, 1.565)  0.0016
C (-0.926, 1.626, 3.108)  -0.0030
C (-0.659, -3.174, 0.767)  0.0055
H (0.592, 4.957, -0.777)  0.0083
H (2.496, -2.793, -3.020)  0.0002
H (0.905, 3.675, 0.317)  0.0023
H (-2.623, -4.158, 1.006)  0.0003
H (3.136, -1.212, -3.593)  0.0007
H (-0.754, 3.930, -0.061)  0.0043
H (3.582, -1.819, -2.007)  -0.0001
H (-1.219, 0.737, 3.667)  0.0005
H (-1.545, -4.346, 2.365)  0.0002
H (-2.210, -2.768, 2.056)  -0.0005
H (-0.176, 2.128, 3.718)  0.0000
H (-1.695, 2.398, 3.127)  -0.0001


# 6
C8H12F2NO | wB97M-V/def2-TZVPD

For the HOMO energy, the calculation gives -12.577 eV. The calculated total energy comes out at -17452.69674 eV. Its total charge is +1. For the LUMO energy, the calculation gives -0.1923 Eh. The energy relative to the best compared isomer or geometry (same formula, charge and spin) is 1.309 eV. The HOMO-LUMO gap is 7.34 eV. The molecular weight is 176.19 g mol⁻¹.

Last column: Löwdin charge in e.
Positions of all 24 atoms, in Å:
F (3.191, -2.075, -0.708)  0.0563
F (2.698, 2.431, -1.991)  -0.0844
O (-2.408, -1.517, -0.396)  0.1913
N (0.706, -0.517, 2.193)  0.0481
C (2.270, -1.413, -0.028)  -0.1079
C (0.074, -1.270, 1.026)  -0.3091
C (0.406, 2.190, 0.503)  0.1212
C (-0.222, 1.064, 0.353)  -0.0061
C (-2.481, 0.642, -1.520)  0.0407
C (-0.632, -0.180, 0.155)  -0.1089
C (-1.880, -0.342, -0.524)  -0.2137
C (1.082, -1.978, 0.243)  -0.0297
H (-0.097, 0.037, 2.544)  0.0886
H (0.114, 2.636, 1.479)  0.1139
H (-0.644, -1.920, 1.438)  0.1217
H (-2.687, 1.546, -0.882)  0.1234
H (3.423, 2.855, -1.570)  0.1055
H (-1.725, 0.820, -2.351)  0.1427
H (0.722, -2.878, -0.141)  0.1064
H (-3.461, 0.263, -1.886)  0.1048
H (1.156, -1.141, 2.869)  0.1002
H (2.546, -0.401, 0.110)  0.1148
H (1.148, 2.771, -0.099)  0.0998
H (-3.298, -1.625, -0.814)  0.1803


# 7
C8H12FeN7O3Se | wB97M-V/def2-TZVPD

For the HOMO energy (alpha / beta), the calculation gives -11.719 / -11.641 eV. The calculated total energy comes out at -124790.14569 eV. Its total charge is +1. For the LUMO energy (alpha / beta), the calculation gives -0.1121 / -0.1123 Eh. The energy relative to the best compared isomer or geometry (same formula, charge and spin) is 0.382 eV. The HOMO-LUMO gap (alpha / beta) is 8.67 / 8.58 eV. The molecular weight is 389.03 g mol⁻¹.

Last column: Löwdin charge in e.
Positions of all 32 atoms, in Å:
Se (-0.595, 0.949, -0.660)  0.8052
Fe (1.206, -0.167, 0.516)  0.2813
O (2.984, -0.824, 1.167)  -0.0836
O (2.488, -0.776, -0.944)  -0.0775
O (-0.076, -2.780, 1.126)  0.2001
N (1.282, 1.248, 2.094)  -0.0386
N (2.356, 3.020, 1.896)  -0.2585
N (2.627, 2.651, 3.123)  0.1625
N (1.557, 2.231, 1.252)  0.0488
N (-2.747, -0.978, -0.463)  -0.1130
N (2.951, 4.112, 1.306)  0.1604
N (-1.667, -1.154, -2.321)  -0.1075
C (0.404, -1.788, 0.895)  -0.0746
C (-2.665, -2.102, -2.345)  -0.0134
C (-1.719, -0.474, -1.166)  -0.6379
C (-3.343, -1.992, -1.182)  -0.0156
C (1.947, 1.516, 3.222)  -0.1390
C (3.337, -0.984, -0.038)  -0.4257
C (-3.191, -0.502, 0.841)  -0.0078
C (-0.669, -0.949, -3.367)  -0.0015
H (-4.219, -0.818, 0.990)  0.1014
H (-1.006, -1.458, -4.265)  0.1000
H (-3.128, 0.582, 0.866)  0.0788
H (-0.564, 0.114, -3.565)  0.0835
H (3.097, 4.816, 2.022)  0.1153
H (2.330, 4.461, 0.583)  0.1141
H (-2.569, -0.915, 1.634)  0.0938
H (-4.191, -2.536, -0.808)  0.1348
H (1.938, 0.901, 4.103)  0.1292
H (0.292, -1.350, -3.052)  0.0990
H (-2.806, -2.763, -3.181)  0.1348
H (4.360, -1.289, -0.279)  0.1515


# 8
C8H12IN2S2 | wB97M-V/def2-TZVPD

For the HOMO energy (alpha / beta), the calculation gives -9.768 / -9.768 eV. The calculated total energy comes out at -41231.13245 eV. Its total charge is +1. For the LUMO energy (alpha / beta), the calculation gives -0.1849 / -0.1849 Eh. The HOMO-LUMO gap (alpha / beta) is 4.74 / 4.74 eV. The molecular weight is 327.24 g mol⁻¹.

Last column: Löwdin charge in e.
Positions of all 25 atoms, in Å:
I (1.859, -2.001, 0.274)  0.4581
S (1.713, 0.836, 3.155)  0.5051
S (-1.042, -3.141, -2.229)  1.0077
N (-1.795, -0.662, -2.816)  -0.1332
N (2.300, 3.446, 4.386)  -0.0153
C (-0.086, -2.136, -3.230)  -0.3367
C (3.356, 2.820, 3.952)  -0.2594
C (-2.207, -1.741, -1.924)  -0.5033
C (-2.126, -1.305, -0.467)  -0.0710
C (3.184, 1.568, 3.375)  -0.6593
C (-2.521, 0.411, -2.949)  0.2014
C (-0.598, -0.904, -3.437)  -0.1278
C (1.166, 3.693, 4.516)  0.1971
H (4.072, 1.049, 3.040)  0.0474
H (-3.216, -2.078, -2.177)  0.1364
H (-1.107, -1.023, -0.211)  0.0409
H (2.670, -2.518, 1.503)  -0.3466
H (-2.427, -2.125, 0.178)  0.0977
H (0.252, 3.922, 4.985)  0.0855
H (4.311, 3.298, 4.070)  0.1102
H (-2.782, -0.458, -0.284)  0.0881
H (-0.159, -0.139, -4.051)  0.1416
H (-3.465, 0.489, -2.442)  0.1190
H (0.829, -2.515, -3.643)  0.0956
H (-2.181, 1.217, -3.573)  0.1208


> Which formula does entry 5 have?

C8H12ClO8V


> Which of these has the highest total charge?

C8H12Cl2EuGaN2O3S